Entry 1:
Below is a molecular structure, C25H19BCl2F2FeN9O2, with properties calculated with the ωB97M-V functional and the def2-TZVPD basis.

Calculated values
- Multiplicity: 2
- E_tot: -109271.4559 eV
- Energy relative to the best compared isomer or geometry (same formula, charge and spin): 366.8 kcal per mole
- Kohn-Sham gap (alpha / beta): 7.5 / 7.8 eV

Cartesian coordinates (Å):
1 Fe -0.16866 -0.08575 0.67847
2 Cl 0.67451 1.58113 2.57380
3 Cl 2.04010 -0.98544 2.01582
4 F -4.69286 -2.08263 2.75610
5 F -5.02065 1.81782 0.21098
6 O 4.48104 1.49771 2.29813
7 O 3.00006 2.29927 0.77324
8 N 3.92441 -2.19178 0.54112
9 N 0.74151 0.17013 -2.20254
10 N 1.76663 -0.43133 0.43052
11 N -0.78576 1.65295 -0.08938
12 N 0.75574 -2.38750 -0.72861
13 N 1.88291 -0.52168 -2.04009
14 N 0.35585 -1.30966 2.17606
15 N 3.30956 -2.10792 -0.65134
16 N -0.43204 -1.82874 -0.39801
17 C 5.30121 -3.06138 -0.94355
18 C 3.38350 1.65529 1.74676
19 C -2.09446 -0.15483 1.13756
20 C -4.09402 -1.11325 2.03528
21 C 0.47740 -1.58316 3.53214
22 C 0.55818 -3.63599 -1.17303
23 C -2.87400 0.87135 0.57528
24 C -4.89220 -0.13235 1.47969
25 C 0.10876 2.53133 -0.55270
26 C 5.13650 -2.73546 0.39329
27 C -2.57241 3.09018 -0.68967
28 C -2.72135 -1.14774 1.87929
29 C 4.13367 -2.65185 -1.55926
30 C 0.83961 0.80381 -3.35860
31 C -0.29485 3.72798 -1.11251
32 C 3.30087 -1.96465 1.78054
33 C -4.25102 0.84925 0.75434
34 C -2.10556 1.91365 -0.11574
35 C -1.37040 -2.73630 -0.62271
36 C 1.77369 -1.56464 3.83502
37 C 2.06888 0.53774 -3.97491
38 C -0.79438 -3.90943 -1.11931
39 C 2.70202 -0.30858 -3.09683
40 C -1.65283 3.99431 -1.19443
41 C 2.28165 0.91830 2.61984
42 B 1.93608 -1.35767 -0.72340
43 H 2.40552 -1.85471 4.65789
44 H -0.38526 -1.80026 4.14580
45 H -2.00121 4.91947 -1.63597
46 H 2.62113 0.72364 3.63103
47 H -2.16704 -1.96601 2.32127
48 H -3.62918 3.29680 -0.72031
49 H 5.78230 -2.86037 1.24471
50 H 3.84375 -2.69936 -2.59142
51 H 0.44686 4.42660 -1.47053
52 H -5.96423 -0.12776 1.60929
53 H 0.03276 1.43623 -3.69492
54 H -2.40599 -2.51406 -0.42924
55 H 2.45013 0.91704 -4.90673
56 H 6.16095 -3.51423 -1.40178
57 H 3.69616 -0.70826 -3.14920
58 H 3.65774 -2.50783 2.63287
59 H -1.29370 -4.82188 -1.39224
60 H 1.15446 2.26487 -0.43459
61 H 1.38801 -4.24446 -1.49439

***

Entry 2:
Below is C21H27N3O4S in the gas phase, with properties calculated with the ωB97M-V functional and the def2-TZVPD basis.

Calculated values
- SMILES: Cc1noc(C)c1S(=O)(=O)N1CCC(C(=O)N[C@H]2CCCc3ccccc32)CC1
- E_tot: -45710.5240 eV
- Energy relative to the best compared isomer or geometry (same formula, charge and spin): 63.2 kcal per mole
- Kohn-Sham gap: 9.3 eV

Cartesian coordinates (Å):
1 S 1.55334 -0.16022 1.11849
2 O 2.87012 -0.40162 0.61281
3 O 2.46844 1.15603 4.67706
4 O -3.04257 -2.39623 -1.51288
5 O 0.64722 0.60108 0.29178
6 N -1.68051 -0.65568 -1.08427
7 N 0.88316 -1.61961 1.57402
8 N 1.34215 1.89189 4.49540
9 C -2.03238 -1.94899 -1.00089
10 C 0.85434 1.59772 3.32125
11 C -0.29584 2.11898 -4.47620
12 C -0.54713 -0.16191 -5.15363
13 C 2.68588 0.39596 3.60171
14 C -2.42827 0.28214 -1.91277
15 C 1.68684 0.62814 2.68968
16 C -1.12060 -2.86797 -0.17807
17 C -1.68773 2.50563 -1.00324
18 C -1.59868 0.62452 -3.12970
19 C -2.83934 1.51256 -1.10395
20 C 3.85563 -0.50480 3.55710
21 C -1.07469 1.89532 -3.34594
22 C -0.53290 -1.50788 1.90660
23 C -1.35859 -2.65139 1.32749
24 C -0.38427 2.21558 2.79638
25 C -1.35299 3.02502 -2.39574
26 C -0.03079 1.10439 -5.37523
27 C 1.23996 -2.73146 0.71338
28 C 0.37189 -2.75697 -0.54240
29 C -1.32483 -0.39445 -4.03656
30 H -2.19768 3.60779 -2.78050
31 H -0.62568 -1.50278 3.00008
32 H -1.24021 1.58107 3.02434
33 H 0.10951 3.10682 -4.64608
34 H -1.73649 -1.37721 -3.85574
35 H -0.48822 3.69070 -2.35623
36 H -1.11146 -3.57083 1.86152
37 H -0.90473 -0.55064 1.53036
38 H -0.31210 2.32339 1.71788
39 H -0.82252 -0.30200 -0.68088
40 H -0.34543 -0.96224 -5.85009
41 H 0.57849 1.29871 -6.24579
42 H -3.16582 1.19268 -0.11224
43 H -1.96409 3.33680 -0.35067
44 H 0.56941 -1.84220 -1.10578
45 H 1.14329 -3.65819 1.28466
46 H -3.68698 1.99219 -1.59867
47 H -3.32195 -0.27034 -2.22924
48 H -0.53832 3.18184 3.26776
49 H 2.28848 -2.58735 0.45197
50 H 4.12240 -0.68306 2.51888
51 H -0.80902 2.01373 -0.58431
52 H 3.61044 -1.45724 4.02637
53 H 4.68757 -0.05997 4.09746
54 H -2.41649 -2.44651 1.50030
55 H -1.47648 -3.87703 -0.41073
56 H 0.66825 -3.59671 -1.17186

***

Entry 3:
Below is C17H21N3OS in the gas phase, with properties calculated with the ωB97M-V functional and the def2-TZVPD basis.

Calculated values
- SMILES: O=C(NN1CCCCC1)[C@H]1Cc2c(sc3ccccc23)CN1
- E_tot: -35320.4341 eV
- Energy relative to the best compared isomer or geometry (same formula, charge and spin): 88.3 kcal per mole
- Kohn-Sham gap: 8.9 eV

Cartesian coordinates (Å):
1 S 3.87079 -2.56456 2.66739
2 O -1.84930 -0.21988 -0.83990
3 N -1.42632 0.61982 1.17686
4 N -1.97948 1.91400 0.91906
5 N 0.05617 -1.63566 2.02651
6 C 1.12908 -2.41273 2.67400
7 C 4.74331 -1.57918 1.45468
8 C -3.92224 3.47738 0.19214
9 C -1.21819 -0.34020 0.22664
10 C -1.06790 2.76720 0.06744
11 C 5.59576 -0.16467 -0.72939
12 C 2.44032 -1.56830 0.71672
13 C 6.53303 -0.48171 0.24180
14 C -0.13024 -1.46973 0.53464
15 C 3.82055 -1.31181 0.41812
16 C 1.21892 -1.18077 -0.02873
17 C 2.33541 -2.22975 1.91158
18 C 4.27358 -0.55334 -0.63280
19 C -2.92624 4.24627 -0.76016
20 C -1.56591 4.19790 -0.05213
21 C 6.07050 -1.18262 1.38997
22 C -3.46366 2.01829 0.57777
23 H 3.62976 -0.04986 -1.26269
24 H -4.91690 3.50032 -0.13369
25 H 1.16732 -1.99917 3.69830
26 H -0.73762 0.56644 1.86224
27 H 0.86496 -3.47878 2.68314
28 H -1.72068 4.66217 0.91252
29 H 1.15482 -0.03542 -0.03358
30 H 6.88120 -1.45978 2.01916
31 H -3.19684 5.36059 -0.93915
32 H 5.99420 0.50860 -1.51864
33 H -4.00305 4.07561 1.17504
34 H -3.70699 1.24222 -0.19234
35 H 7.53512 -0.28425 0.10078
36 H -0.78508 -1.78684 2.44788
37 H 1.31984 -1.61056 -1.09975
38 H -0.17556 2.90132 0.62688
39 H -0.48297 -2.33955 0.08358
40 H -2.87762 3.82980 -1.77761
41 H -0.89661 2.29461 -0.95904
42 H -0.80263 4.78580 -0.52892
43 H -4.02800 1.72539 1.43832

***

Entry 4:
Below is 2 unconnected molecules or ions with the total composition C12H17P, with properties calculated with the ωB97M-V functional and the def2-TZVPD basis.

Calculated values
- E_tot: -22001.9522 eV
- Energy relative to the best compared isomer or geometry (same formula, charge and spin): 149.5 kcal per mole
- Kohn-Sham gap: 7.8 eV

Cartesian coordinates (Å):
1 P 0.11882 0.64124 0.14661
2 C -0.13843 -1.01183 0.80193
3 C 1.79461 0.42135 -0.43095
4 C 1.96485 -1.37706 -1.80293
5 C -2.00311 1.34860 -1.40323
6 C 3.25374 1.23474 1.43135
7 C 2.92278 0.14356 0.40834
8 C -2.55971 1.81498 -0.15362
9 C -3.15732 1.07745 0.80331
10 C -3.41557 -0.38287 0.63557
11 C -2.70320 -1.48678 0.60640
12 C -0.84859 0.67520 -1.40551
13 C -1.29016 -1.72862 0.91573
14 H 4.17980 1.00122 1.81822
15 H -3.26977 -2.49566 0.56644
16 H -4.50963 -0.54996 0.60059
17 H 0.83817 -1.41749 1.22291
18 H -2.78001 1.19416 -2.22731
19 H 1.88031 1.28111 -1.17438
20 H -3.84956 1.43463 1.56645
21 H 3.79021 -0.10322 -0.30644
22 H 3.03705 2.24844 1.11594
23 H -0.41867 0.22257 -2.33613
24 H 2.14054 -2.06315 -1.02258
25 H 0.90109 -1.49095 -2.15885
26 H -2.61409 2.93583 -0.10696
27 H -1.20926 -2.83081 1.23171
28 H 2.76398 -0.85971 0.84259
29 H 2.40150 1.26453 2.22390
30 H 2.77962 -1.14153 -2.40910

***

Entry 5:
Below is a gas-phase ion, CH7N4 (charge +1), with properties calculated with the ωB97M-V functional and the def2-TZVPD basis.

Calculated values
- SMILES: N/C=N/[NH2+]N
- E_tot: -7101.2534 eV
- Net charge: +1
- Energy relative to the best compared isomer or geometry (same formula, charge and spin): 36.8 kcal per mole
- Kohn-Sham gap: 10.7 eV

Cartesian coordinates (Å):
1 N 2.25139 0.25721 0.08833
2 N -1.04346 -0.77621 -0.04183
3 N 0.33824 -0.75963 0.29880
4 N -1.89534 0.67490 -0.06184
5 C 1.04235 0.20283 -0.19457
6 H -1.10230 -1.09397 -1.04898
7 H 2.57293 -0.39024 0.69953
8 H -1.49585 1.26056 0.69118
9 H 0.55710 0.77552 -0.99600
10 H -1.40845 -1.28021 0.69639
11 H 2.95340 0.82625 -0.33305
12 H -2.77003 0.30298 0.20203

***

Entry 6:
Below is a molecular structure, C4H6N2O, with properties calculated with the ωB97M-V functional and the def2-TZVPD basis.

Calculated values
- E_tot: -9270.5989 eV
- Energy relative to the best compared isomer or geometry (same formula, charge and spin): 66.9 kcal per mole
- Kohn-Sham gap: 8.6 eV

Cartesian coordinates (Å):
1 O 2.23103 -1.34124 -0.44818
2 N -2.31647 -0.46696 0.11736
3 N -0.10515 -1.17006 -0.34090
4 C -0.36499 1.07783 0.14136
5 C 1.09204 -0.63892 -0.25726
6 C -0.97685 -0.13168 -0.05871
7 C 1.04420 0.76516 0.14922
8 H -2.68719 -0.95378 -0.68398
9 H 1.10517 -0.12714 1.24284
10 H -2.91877 0.29996 0.38355
11 H 3.00750 -0.77962 -0.29165
12 H 1.76610 1.50611 -0.26746
13 H -0.81924 2.03781 0.36965

***

Copy entry 4 word for word.
Below is 2 unconnected molecules or ions with the total composition C12H17P, with properties calculated with the ωB97M-V functional and the def2-TZVPD basis.

Calculated values
- E_tot: -22001.9522 eV
- Energy relative to the best compared isomer or geometry (same formula, charge and spin): 149.5 kcal per mole
- Kohn-Sham gap: 7.8 eV

Cartesian coordinates (Å):
1 P 0.11882 0.64124 0.14661
2 C -0.13843 -1.01183 0.80193
3 C 1.79461 0.42135 -0.43095
4 C 1.96485 -1.37706 -1.80293
5 C -2.00311 1.34860 -1.40323
6 C 3.25374 1.23474 1.43135
7 C 2.92278 0.14356 0.40834
8 C -2.55971 1.81498 -0.15362
9 C -3.15732 1.07745 0.80331
10 C -3.41557 -0.38287 0.63557
11 C -2.70320 -1.48678 0.60640
12 C -0.84859 0.67520 -1.40551
13 C -1.29016 -1.72862 0.91573
14 H 4.17980 1.00122 1.81822
15 H -3.26977 -2.49566 0.56644
16 H -4.50963 -0.54996 0.60059
17 H 0.83817 -1.41749 1.22291
18 H -2.78001 1.19416 -2.22731
19 H 1.88031 1.28111 -1.17438
20 H -3.84956 1.43463 1.56645
21 H 3.79021 -0.10322 -0.30644
22 H 3.03705 2.24844 1.11594
23 H -0.41867 0.22257 -2.33613
24 H 2.14054 -2.06315 -1.02258
25 H 0.90109 -1.49095 -2.15885
26 H -2.61409 2.93583 -0.10696
27 H -1.20926 -2.83081 1.23171
28 H 2.76398 -0.85971 0.84259
29 H 2.40150 1.26453 2.22390
30 H 2.77962 -1.14153 -2.40910